No. 1
Computed, not measured: C37H36Br3N6RuS2 as an isolated structure, with ωB97M-V/def2-TZVPD.

Kohn-Sham gap (alpha / beta) in eV: 7.3438 / 6.2752
2S+1: 6
Charge: +2
E in eV: -282261.475

Last column: Mulliken charge in e.
Atoms and positions in Å:
Ru 0.928 -0.742 0.240  0.809
C -5.175 1.478 -2.846  -1.695
C -4.216 0.312 -3.120  1.913
C -2.939 0.871 -3.746  -1.827
C -4.856 -0.660 -4.121  -1.631
C -3.939 -0.427 -1.810  0.026
C -5.015 -1.025 -1.115  -0.292
C -4.850 -1.701 0.072  -1.367
C -3.558 -1.798 0.591  1.364
S -2.997 -2.558 2.052  -0.372
C -1.390 -2.087 1.676  -0.132
N -1.266 -1.424 0.564  1.618
C -2.486 -1.229 -0.080  -2.011
C -2.673 -0.531 -1.276  0.515
C -0.197 -2.419 2.492  1.323
C -0.339 -3.136 3.672  -1.003
C 0.787 -3.536 4.378  -0.949
C 2.045 -3.224 3.884  -0.844
C 2.176 -2.484 2.716  -0.133
C 1.069 -2.036 1.995  -0.152
H -5.381 2.019 -3.771  0.453
H -4.743 2.181 -2.130  0.354
H -6.129 1.132 -2.447  0.367
H -3.184 1.372 -4.682  0.520
H -2.224 0.076 -3.974  0.290
H -2.453 1.606 -3.097  0.341
H -5.029 -0.155 -5.073  0.450
H -5.818 -1.034 -3.767  0.365
H -4.206 -1.520 -4.305  0.329
H -6.014 -0.945 -1.522  0.491
H -5.697 -2.141 0.582  0.441
H -1.822 -0.071 -1.762  -0.067
H -1.323 -3.405 4.040  0.472
H 0.681 -4.102 5.293  0.452
H 2.929 -3.563 4.410  0.467
H 3.179 -2.264 2.367  0.401
Br -1.239 -3.123 -5.875  -0.023
C -0.527 -2.563 -4.252  -0.366
C -0.725 -3.306 -3.102  -0.834
C -0.231 -2.799 -1.917  -0.952
N 0.434 -1.642 -1.843  1.108
C 0.674 -0.955 -2.964  0.651
C 0.196 -1.376 -4.189  -0.772
C 1.467 0.315 -2.818  0.364
C 1.979 0.976 -3.918  -0.916
C 2.675 2.161 -3.713  -0.313
Br 3.380 3.087 -5.161  -0.085
C 2.838 2.638 -2.424  -1.015
C 2.312 1.893 -1.386  -0.294
N 1.644 0.753 -1.569  0.632
H -1.261 -4.244 -3.119  0.509
H -0.380 -3.329 -0.985  0.532
H 0.347 -0.794 -5.084  0.470
H 1.868 0.582 -4.916  0.585
H 3.366 3.560 -2.229  0.503
H 2.422 2.223 -0.361  0.355
C 5.085 1.998 3.097  -1.406
C 4.789 0.955 2.056  0.632
C 5.794 0.255 1.392  -0.552
C 5.479 -0.705 0.448  -0.820
C 4.139 -0.926 0.188  -0.140
Br 3.618 -2.286 -1.017  0.013
N 3.163 -0.262 0.779  0.842
C 3.485 0.650 1.706  -0.788
H 6.116 1.930 3.439  0.412
H 4.433 1.881 3.963  0.357
H 4.937 3.003 2.697  0.291
H 6.834 0.452 1.626  0.436
H 6.240 -1.275 -0.064  0.534
H 2.646 1.143 2.188  0.469
C 0.726 4.123 2.560  -0.922
N 0.176 2.925 3.166  0.088
C -0.114 2.873 4.607  -0.573
C -0.783 1.495 4.789  -0.689
N -0.762 0.972 3.421  0.060
C -0.252 1.835 2.544  0.438
S -0.209 1.557 0.849  -0.518
H 0.101 4.980 2.809  0.336
H 0.745 3.998 1.481  0.292
H 1.734 4.304 2.933  0.322
H -0.767 3.701 4.881  0.358
H 0.811 2.964 5.175  0.341
H -1.804 1.575 5.155  0.349
H -0.220 0.850 5.459  0.319
H -1.251 0.147 3.118  0.093



No. 2
Computed, not measured: C3H5CdLiO3 as an isolated structure at a distorted geometry, with ωB97M-V/def2-TZVPD.

Kohn-Sham gap (alpha / beta) in eV: 8.2483 / 8.1237
2S+1: 2
Charge: +1
E in eV: -14092.946

Last column: Mulliken charge in e.
Atoms and positions in Å:
O 0.654 -0.017 -1.504  -0.298
C -0.449 0.314 -0.773  0.589
C 1.433 -1.168 -1.172  -0.248
O -1.664 -0.043 -0.542  -0.764
O 0.324 -0.605 0.629  -0.769
C 1.649 -0.931 0.322  -0.492
H 2.368 -1.132 -1.739  0.335
H 0.846 -2.078 -1.360  0.229
H 2.280 -0.059 0.547  0.249
H 1.971 -1.837 0.851  0.365
H -0.582 1.316 -1.251  0.518
Cd -1.463 -0.343 1.511  0.559
Li -0.254 -2.162 1.655  0.728



Which of these has the lowest charge?
C3H5CdLiO3



Which of these has the lowest E?
C37H36Br3N6RuS2



The highest 2S+1 belongs to which entry?
C37H36Br3N6RuS2



Among the records above, which one has the highest 2S+1?
C37H36Br3N6RuS2